Record 1
{
  "formula": "CH8BIO7SSi2",
  "method": "wB97M-V/def2-TZVPD",
  "symbols": ["I", "S", "Si", "Si", "O", "O", "O", "O", "O", "O", "O", "C", "B", "H", "H", "H", "H", "H", "H", "H", "H"],
  "positions_angstrom": [[-1.132, -3.942, 0.577], [-0.758, 1.447, -2.743], [-1.957, 0.872, 0.940], [-0.418, -1.533, 0.160], [3.313, -0.268, 1.423], [-1.866, 1.544, -1.723], [-1.751, -0.652, 0.356], [0.183, 0.341, -2.336], [-1.336, 1.139, -4.069], [-0.003, 2.725, -2.780], [1.661, 0.586, -0.084], [0.898, -1.249, 1.459], [2.010, -0.276, 0.894], [0.105, -1.528, -1.194], [-3.308, 1.356, 0.605], [-0.880, 1.825, 0.634], [2.010, 0.641, -0.974], [0.520, -0.924, 2.442], [-1.950, 0.693, 2.443], [1.345, -2.241, 1.636], [3.315, -0.556, 2.335]],
  "homo_lumo_gap_ev": 4.463,
  "fmax_ha_per_bohr": 0.023,
  "charge": -2,
  "e_homo_ev": -0.36
}


Record 2
{
  "formula": "C54H66B2F3N9O4PS",
  "method": "wB97M-V/def2-TZVPD",
  "symbols": ["S", "P", "F", "F", "F", "O", "O", "O", "O", "N", "N", "N", "N", "N", "N", "N", "N", "N", "C", "C", "C", "C", "C", "C", "C", "C", "C", "C", "C", "C", "C", "C", "C", "C", "C", "C", "C", "C", "C", "C", "C", "C", "C", "C", "C", "C", "C", "C", "C", "C", "C", "C", "C", "C", "C", "C", "C", "C", "C", "C", "C", "C", "C", "C", "C", "C", "C", "C", "C", "C", "C", "C", "B", "B", "H", "H", "H", "H", "H", "H", "H", "H", "H", "H", "H", "H", "H", "H", "H", "H", "H", "H", "H", "H", "H", "H", "H", "H", "H", "H", "H", "H", "H", "H", "H", "H", "H", "H", "H", "H", "H", "H", "H", "H", "H", "H", "H", "H", "H", "H", "H", "H", "H", "H", "H", "H", "H", "H", "H", "H", "H", "H", "H", "H", "H", "H", "H", "H", "H", "H"],
  "positions_angstrom": [[-0.471, -5.815, 1.556], [2.236, -4.757, -2.540], [-3.395, -2.826, -1.348], [-3.005, -4.228, -2.941], [-3.963, -2.353, -3.355], [-0.808, -3.033, -0.281], [0.756, -7.774, -2.013], [1.464, -4.798, -0.052], [-0.484, -4.991, -1.293], [0.106, 2.695, 1.067], [3.961, 7.367, 3.469], [-2.314, 1.936, 4.653], [-8.040, 2.046, 4.214], [-9.999, 1.917, -1.538], [3.396, -5.729, -2.033], [4.544, 0.009, -2.000], [3.424, -7.670, -5.893], [3.477, 7.142, -0.253], [4.982, 1.078, -4.100], [-9.830, 2.331, 2.645], [-1.663, -2.274, -2.903], [0.822, 3.391, 1.948], [4.174, -3.821, 0.599], [5.469, -3.423, 1.203], [4.183, -7.281, -4.864], [-8.847, 1.630, -0.934], [-0.273, 4.733, -0.137], [-4.691, 1.907, 4.335], [-2.459, 0.960, 5.548], [-8.507, 2.076, 2.968], [5.390, -8.583, -6.922], [-10.254, 2.541, 4.984], [3.880, 9.397, -1.838], [4.301, 2.384, -2.224], [0.475, 5.441, 0.790], [-8.909, 2.276, 5.197], [-0.402, -3.145, -2.743], [-0.427, 3.367, 0.049], [-10.261, 1.277, -2.677], [6.165, -8.171, -5.849], [-9.408, 0.345, -3.249], [-8.215, 0.060, -2.605], [4.556, 6.742, 6.117], [-10.721, 2.569, 3.679], [-7.924, 0.717, -1.421], [3.188, 7.138, -1.554], [-4.823, 0.898, 5.274], [6.502, -3.082, 1.717], [5.188, 7.004, 3.839], [3.807, -2.849, -0.545], [4.253, 1.206, -1.493], [4.183, 9.421, -0.486], [-0.523, -1.657, -0.034], [4.899, -0.039, -3.282], [-2.982, -2.953, -2.602], [5.537, 6.682, 5.141], [-1.010, -0.315, 2.059], [1.458, -8.294, 0.377], [3.965, 8.271, 0.261], [2.304, -2.634, -0.678], [-0.083, -3.638, -1.308], [1.035, 4.759, 1.857], [4.032, -8.307, -6.893], [3.273, 7.118, 5.753], [-3.419, 2.390, 4.066], [3.029, 7.417, 4.421], [5.552, -7.506, -4.800], [-0.157, -1.444, 1.453], [1.461, -3.852, -1.049], [-3.685, 0.412, 5.896], [4.675, 2.315, -3.556], [3.371, 8.231, -2.387], [0.292, -5.713, -0.269], [0.812, -7.293, -0.693], [4.580, 10.311, -0.016], [-10.916, 2.719, 5.820], [2.477, 7.175, 6.482], [3.672, -6.768, -4.052], [0.893, -1.165, 1.545], [-1.936, -0.698, 2.495], [0.229, -1.252, -0.715], [0.706, -8.823, 0.960], [-3.742, -0.383, 6.627], [-5.555, 2.301, 3.823], [-1.007, 2.773, -0.651], [2.105, -9.038, -0.119], [-0.350, -2.397, 1.941], [4.186, 8.236, 1.322], [1.243, 2.816, 2.765], [7.339, -2.610, 2.166], [2.068, -1.808, -1.356], [3.425, -3.818, 1.389], [3.966, 1.213, -0.447], [4.244, -1.887, -0.285], [7.230, -8.366, -5.832], [1.241, -5.537, -3.166], [5.925, 6.969, 3.043], [1.948, -2.322, 0.309], [-1.549, -1.356, -2.332], [4.037, 10.274, -2.454], [3.389, -8.611, -7.714], [3.121, 8.169, -3.437], [2.754, -3.812, -3.464], [-1.271, 0.442, 1.325], [1.630, 5.273, 2.600], [-3.268, 3.175, 3.332], [-1.448, -1.098, -0.224], [-7.522, -0.661, -3.019], [5.827, -9.107, -7.762], [4.294, -4.828, 0.202], [4.051, 3.328, -1.759], [6.119, -7.169, -3.943], [-8.501, 2.246, 6.201], [-0.466, -3.997, -3.412], [5.278, 0.979, -5.136], [-1.797, -5.998, 1.414], [6.550, 6.390, 5.382], [4.296, -3.159, -1.467], [-5.801, 0.494, 5.506], [0.624, 6.508, 0.681], [4.725, 3.211, -4.162], [-11.764, 2.771, 3.471], [-7.772, 1.880, 2.193], [-1.722, -1.980, -3.952], [2.787, 6.206, -1.941], [-9.675, -0.145, -4.175], [2.102, -7.756, 1.079], [-0.727, 5.227, -0.986], [0.437, -2.519, -3.076], [4.787, 6.498, 7.146], [5.126, -1.028, -3.667], [1.464, -8.420, -2.096], [-10.155, 2.342, 1.613], [-0.475, 0.186, 2.868], [2.038, 7.709, 4.092], [-11.204, 1.529, -3.149], [4.294, -5.476, -2.429], [-7.004, 0.525, -0.886], [-1.542, 0.599, 6.000], [-8.661, 2.165, -0.010]],
  "homo_lumo_gap_ev": 5.705,
  "fmax_ha_per_bohr": 0.050,
  "charge": -1,
  "e_homo_ev": -3.95
}


Record 3
{
  "formula": "C34H44CrN3O3PSi",
  "method": "wB97M-V/def2-TZVPD",
  "symbols": ["Cr", "P", "Si", "O", "O", "O", "N", "N", "N", "C", "C", "C", "C", "C", "C", "C", "C", "C", "C", "C", "C", "C", "C", "C", "C", "C", "C", "C", "C", "C", "C", "C", "C", "C", "C", "C", "C", "C", "C", "C", "C", "C", "C", "H", "H", "H", "H", "H", "H", "H", "H", "H", "H", "H", "H", "H", "H", "H", "H", "H", "H", "H", "H", "H", "H", "H", "H", "H", "H", "H", "H", "H", "H", "H", "H", "H", "H", "H", "H", "H", "H", "H", "H", "H", "H", "H", "H"],
  "positions_angstrom": [[0.820, 0.811, -1.305], [-2.032, 4.084, -0.605], [-0.079, -1.444, 1.134], [0.273, -0.240, 0.036], [-0.633, 1.680, -2.129], [-0.093, 3.033, -3.822], [2.732, -0.150, -1.191], [0.498, -0.712, -2.675], [2.013, 2.074, -2.459], [-0.676, -0.780, 2.789], [-3.176, 2.777, -0.027], [-1.917, 3.696, -2.437], [-4.215, 0.598, 0.101], [1.497, -2.411, 1.488], [-1.710, -4.285, -1.434], [-4.320, 3.317, 0.570], [1.512, 2.402, 0.834], [-1.877, 0.177, 2.706], [-3.075, -4.228, -1.188], [3.869, -3.813, 2.094], [2.429, 3.400, 0.482], [2.687, -4.502, 1.863], [3.325, 1.530, -2.857], [1.733, -1.431, -3.059], [-2.684, -2.565, 0.510], [-0.844, -3.480, -0.704], [-1.303, -2.587, 0.278], [2.633, -1.485, -1.844], [1.987, 4.521, -0.190], [1.517, -3.807, 1.567], [3.832, 0.701, -1.704], [-1.039, -1.987, 3.674], [-3.559, -3.371, -0.209], [0.632, 4.653, -0.511], [0.157, 2.555, 0.555], [2.699, -1.741, 1.766], [-5.399, 2.515, 0.922], [-0.811, 2.760, -2.867], [-0.298, 3.689, -0.145], [0.468, -0.008, 3.474], [3.874, -2.423, 2.055], [-3.132, 1.396, -0.239], [-5.350, 1.152, 0.680], [1.442, 2.361, -3.263], [-1.320, -4.971, -2.178], [4.697, 0.100, -1.988], [-0.023, -0.404, -3.487], [1.523, -2.438, -3.420], [-6.274, 2.958, 1.379], [2.711, -0.650, 1.810], [-2.269, 0.938, -0.692], [3.196, 0.934, -3.756], [2.673, -5.585, 1.914], [0.607, -4.371, 1.389], [-3.096, -1.913, 1.271], [-1.650, 1.083, 2.135], [-0.119, -1.327, -2.146], [0.811, 0.845, 2.873], [-4.170, -0.467, -0.094], [-4.622, -3.334, 0.001], [2.147, 2.924, -1.915], [0.298, 5.552, -1.024], [-1.345, -1.630, 4.663], [-0.552, 1.837, 0.942], [-1.867, -2.574, 3.265], [-0.188, -2.661, 3.817], [-6.193, 0.521, 0.938], [2.922, -0.332, -0.211], [-2.155, 0.496, 3.719], [-1.787, 4.615, -3.001], [0.223, -3.583, -0.886], [3.623, -1.868, -2.096], [1.329, -0.645, 3.695], [4.785, -1.876, 2.272], [2.679, 5.314, -0.447], [2.204, -2.153, -1.103], [4.138, 1.358, -0.890], [-2.766, -0.269, 2.257], [2.200, -0.888, -3.876], [1.842, 1.568, 1.442], [0.109, 0.399, 4.427], [-2.884, 3.271, -2.713], [-4.369, 4.384, 0.756], [4.780, -4.354, 2.324], [3.471, 3.305, 0.768], [-3.756, -4.860, -1.746], [4.029, 2.322, -3.102]],
  "homo_lumo_gap_ev": [8.112, 8.622],
  "spin_multiplicity": 2,
  "fmax_ha_per_bohr": 0.015,
  "charge": 1,
  "e_homo_ev": [-11.03, -11.01]
}


Record 4
{
  "formula": "H6Na7O15S3",
  "method": "wB97M-V/def2-TZVPD",
  "symbols": ["S", "S", "S", "Na", "Na", "Na", "Na", "Na", "Na", "Na", "O", "O", "O", "O", "O", "O", "O", "O", "O", "O", "O", "O", "O", "O", "O", "H", "H", "H", "H", "H", "H"],
  "positions_angstrom": [[-2.714, -1.908, 1.260], [0.031, 0.637, -0.827], [-0.531, 2.041, 4.086], [1.295, 0.475, -4.077], [0.082, -0.734, 2.197], [-1.977, 1.752, 1.148], [-2.909, 1.297, -3.125], [1.272, 2.791, 1.723], [-0.282, 3.146, -2.582], [-1.907, -1.718, -1.782], [-1.438, -2.533, 1.702], [2.909, -1.897, -3.182], [0.360, 1.025, 0.556], [-2.382, -0.444, 1.093], [0.143, -0.807, -1.024], [0.985, 1.330, -1.792], [-0.060, 3.440, 3.901], [-3.110, -2.483, -0.071], [-1.836, 1.838, 3.385], [3.692, 1.589, -0.954], [-1.343, 1.175, -1.111], [-0.640, 1.633, 5.472], [1.023, -3.496, -1.053], [0.470, 1.168, 3.358], [-3.783, -2.094, 2.223], [2.276, -2.395, -3.714], [2.712, -2.188, -2.276], [2.822, 1.302, -1.257], [0.423, -3.829, -1.725], [3.520, 2.427, -0.517], [0.896, -2.540, -1.034]],
  "homo_lumo_gap_ev": 1.882,
  "fmax_ha_per_bohr": 0.037,
  "charge": 1,
  "e_homo_ev": -9.51
}